The following is a DFT calculation (the ωB97M-V functional and the def2-TZVPD basis) of a molecular structure, C40H46BrN7O2PPbS3.

Values from the calculation:
Total charge: +1
Gap between HOMO and LUMO: 6.31 eV
Energy: -6388.237026 Ha
LUMO level: -0.1138 Ha

```
101
Properties=species:S:1:pos:R:3:forces:R:3:mulliken_charge:R:1
Pb 0.3702 1.3749 -0.3069 0.14 -0.58 0.17 2.296
Br -1.1236 3.2467 -6.9551 -0.02 -0.03 0.32 -0.126
S -0.6437 -1.1640 -1.3409 -0.09 -0.39 -0.53 -0.531
S -0.0102 -3.6624 0.1735 -0.04 -0.11 0.05 -0.283
S 2.2231 0.8185 -2.3834 0.35 0.10 -0.50 -0.491
P 2.6189 -0.3141 2.4467 0.64 -0.13 0.91 1.097
O 1.8526 -0.2006 1.1669 -0.27 0.03 -0.48 -1.035
O -2.5185 0.1982 0.5568 0.34 0.20 -0.15 0.181
N 0.8914 3.6730 0.4459 -0.19 0.27 0.52 0.360
N 2.4927 -1.6730 -3.3133 0.08 -0.21 0.30 0.195
N 2.8830 -1.4774 -1.1600 -0.03 -0.18 -0.11 0.590
N -0.9926 2.3195 -2.3888 -0.42 0.23 0.07 0.071
N -0.4418 1.6609 1.9521 0.16 0.30 0.36 1.022
N -1.8670 -2.0624 0.8933 0.89 -1.51 0.58 -1.050
N -2.6738 -1.0748 1.1085 -1.44 1.18 0.22 1.446
C -4.2571 2.9778 2.1464 0.23 -0.17 -0.23 -0.656
C -5.0103 0.8518 3.0296 0.15 0.00 -0.09 -0.866
C -0.5992 3.4981 -2.8574 0.03 0.04 -0.23 -0.341
C -1.5875 1.6805 -4.6107 0.10 0.18 -0.15 -0.954
C 3.2174 3.9614 -2.1364 0.00 0.09 0.14 -0.204
C -1.2019 1.8177 4.0723 -0.10 -0.24 0.14 -1.337
C -0.6375 3.8348 -4.1984 0.02 -0.01 -0.16 -0.662
C -0.2741 2.9516 2.3881 -0.58 -0.50 0.70 0.529
C 5.2075 2.6698 -1.7838 0.03 -0.01 -0.10 -0.537
C -5.0453 2.2268 3.0244 -0.19 -0.19 0.14 -0.703
C -4.1251 0.2249 2.1478 0.32 0.56 -0.49 0.562
C 2.7912 -3.0337 -2.9087 0.03 -0.27 0.01 -0.639
C 2.5067 1.1654 3.5027 -0.03 -0.57 -0.44 -0.547
C 2.0798 -1.3598 -4.6477 -0.09 0.13 -0.15 -0.958
C -3.6641 -1.1041 1.9916 0.20 0.13 -0.32 0.301
C -4.7479 -5.6771 0.0717 -0.04 0.02 0.04 -0.537
C -3.6669 -6.4798 0.4013 -0.04 -0.04 0.06 -0.601
C -2.3955 -6.1364 -0.0193 0.01 0.04 -0.09 -0.503
C 2.0521 -1.7336 3.4408 0.20 0.57 -0.36 -1.317
C -3.2747 -4.1862 -1.1006 0.15 -0.06 -0.08 -0.075
C -0.7523 3.0747 3.7040 0.22 0.27 -0.33 -1.441
C 2.9614 3.9645 -0.7715 0.01 0.07 -0.07 0.391
C -4.5447 -4.5269 -0.6713 -0.15 0.05 0.02 -0.706
C -0.8050 -4.6105 -1.1917 0.17 0.33 0.33 -1.107
C 4.3911 -0.5960 2.0862 -0.69 0.10 0.18 -1.077
C 1.7485 4.6497 -0.1916 0.12 0.33 -0.09 -1.635
C 3.0597 -2.9003 -1.3986 0.20 -0.32 0.17 -0.087
C -3.4096 2.3831 1.2317 0.11 -0.05 -0.21 -0.631
C 4.9533 2.6567 -0.4223 0.03 -0.01 0.09 -0.648
C -4.0699 -2.3732 2.6287 0.05 -0.18 0.03 -1.350
C -1.1158 2.8908 -5.0959 -0.03 -0.03 0.04 -0.050
C 0.4342 3.9014 1.6311 0.35 0.47 -0.44 -0.781
C -3.3481 1.0001 1.2595 -0.88 -0.53 0.88 0.291
C -1.5023 1.4470 -3.2498 -0.09 -0.14 -0.29 -0.519
C 3.8387 3.3022 0.0807 -0.03 -0.02 -0.05 0.004
C 2.5022 -0.8404 -2.2719 0.21 0.41 -0.06 -0.127
C 4.3361 3.3191 -2.6403 0.16 0.01 -0.03 -0.787
C -0.9817 0.9895 2.9717 0.08 -0.06 0.17 -0.687
C -0.9566 -2.1454 -0.0246 -0.05 -0.10 -0.35 0.042
C -2.1875 -4.9943 -0.7851 -0.17 -0.07 -0.06 0.547
H -5.3810 -3.8912 -0.9215 -0.11 0.04 -0.07 0.438
H -5.6833 2.7405 3.7242 -0.10 0.08 0.07 0.424
H 2.3540 -3.4848 -0.8026 0.17 0.12 -0.15 -0.149
H -3.1295 -3.2929 -1.6928 0.07 0.09 -0.07 0.432
H 4.5218 3.3126 -3.7051 0.00 0.02 -0.04 0.415
H -0.7768 -3.9662 -2.0691 -0.01 -0.10 -0.09 0.296
H 6.0796 2.1669 -2.1754 0.05 -0.03 -0.04 0.422
H 1.4839 1.2760 3.8571 -0.11 0.01 0.02 0.201
H -2.7799 2.9539 0.5681 0.03 0.09 -0.06 0.514
H 2.0664 5.4168 0.5307 -0.09 -0.06 -0.09 0.537
H 2.6540 -1.0972 -0.2462 -0.11 0.15 -0.10 -0.164
H -3.7293 -3.2072 2.0190 -0.03 -0.05 0.03 0.220
H 2.8169 -1.7238 -5.3650 -0.03 -0.01 -0.02 0.296
H -0.7582 3.9711 4.2930 0.03 0.21 0.17 0.632
H -1.1606 -0.0711 2.9114 -0.05 -0.20 -0.07 0.633
H -0.2946 4.7990 -4.5358 0.04 0.10 -0.02 0.500
H 4.7068 0.1545 1.3634 0.03 0.04 -0.03 0.126
H -0.1683 -5.4807 -1.3374 0.04 -0.01 -0.06 0.666
H 1.9942 -0.2786 -4.7277 -0.02 -0.03 -0.10 0.312
H -1.6170 1.5169 5.0144 -0.12 -0.01 0.22 0.494
H -5.1519 -2.4173 2.7352 -0.03 0.09 0.02 0.455
H 2.0396 -2.6187 2.8084 0.02 -0.07 -0.05 0.314
H -5.7446 -5.9484 0.3863 -0.07 -0.03 0.05 0.412
H -3.6229 -2.4730 3.6189 0.03 0.06 0.04 0.291
H 5.6358 2.1498 0.2463 0.05 0.00 0.05 0.498
H 4.5064 -1.5850 1.6454 0.01 -0.04 -0.05 0.346
H 2.7575 2.0336 2.8980 0.09 0.08 -0.02 -0.046
H -3.8186 -7.3732 0.9874 0.00 -0.11 0.04 0.408
H 1.0430 -1.5347 3.7917 -0.11 0.03 0.03 0.271
H 1.1945 5.1629 -0.9866 0.15 -0.01 0.05 0.517
H 3.1826 1.0842 4.3488 0.11 0.01 0.09 0.505
H -1.5503 -6.7572 0.2437 0.06 -0.08 0.03 0.397
H -1.9946 0.9348 -5.2736 -0.04 -0.08 -0.05 0.540
H 2.7077 -1.8950 4.2901 0.09 -0.04 0.15 0.448
H 3.6456 3.3009 1.1454 -0.01 0.02 0.10 0.398
H -5.6032 0.2727 3.7173 -0.11 -0.05 0.12 0.503
H 0.6272 4.8559 2.1260 0.08 0.11 -0.04 0.417
H -4.2868 4.0536 2.2065 -0.04 0.13 -0.05 0.463
H 4.0804 -3.1947 -1.1350 -0.09 -0.05 -0.10 0.398
H -0.2334 4.1985 -2.1232 0.08 0.14 0.04 0.496
H 1.9380 -3.6848 -3.1288 0.06 0.01 0.03 0.297
H -1.8456 0.5103 -2.8366 -0.04 -0.07 0.02 0.678
H 2.5424 4.4645 -2.8140 -0.11 0.08 -0.06 0.322
H 1.1083 -1.8171 -4.8567 0.02 0.00 -0.07 0.282
H 5.0018 -0.5316 2.9815 0.07 0.01 0.12 0.457
H 3.6621 -3.4108 -3.4532 -0.09 0.00 0.02 0.345
```
Forces are in eV/Å.